[1]
{"formula": "C4H7NO2", "method": "ωB97M-V/def2-TZVPD", "energy_ha": -361.86636, "de_lowest_kj_mol": 38.1, "smiles": "CC(=O)N(C)C=O", "gap_ev": 11.118, "e_homo_ev": -10.385, "species": ["C", "N", "C", "O", "C", "O", "C", "H", "H", "H", "H", "H", "H", "H"], "positions_angstrom": [[0.852, -1.695, 0.027], [0.244, -0.380, 0.166], [0.138, 0.144, 1.443], [0.231, -0.507, 2.454], [-0.317, 0.215, -0.964], [-0.426, -0.433, -1.981], [-0.755, 1.665, -0.872], [1.400, -1.877, 0.952], [0.120, -2.487, -0.144], [1.525, -1.656, -0.830], [0.004, 1.227, 1.476], [-1.809, 1.724, -0.570], [-0.657, 2.100, -1.865], [-0.142, 2.260, -0.191]]}

---

[2]
{"formula": "C17H27BrNO3PV", "method": "ωB97M-V/def2-TZVPD", "charge": 4, "energy_ha": -4801.93638, "spin_multiplicity": 2, "s_squared": 0.767, "gap_ev": [6.041, 5.220], "e_homo_ev": [-23.031, -23.031], "species": ["V", "C", "O", "C", "O", "C", "O", "C", "P", "H", "H", "C", "H", "C", "H", "H", "H", "C", "H", "C", "H", "H", "C", "H", "H", "H", "C", "H", "H", "H", "C", "H", "H", "H", "C", "H", "H", "H", "H", "H", "Br", "C", "C", "C", "C", "N", "C", "H", "H", "H", "H"], "positions_angstrom": [[0.056, -0.006, 0.916], [-1.895, -0.253, 0.820], [-3.069, -0.324, 0.894], [-0.194, 1.814, 1.393], [-0.391, 2.876, 1.846], [1.963, 0.326, 1.368], [3.033, 0.639, 1.712], [-1.365, 1.354, -2.069], [0.108, 0.604, -1.281], [0.735, -1.274, -2.630], [-2.181, 0.672, -1.791], [1.590, 1.300, -2.138], [1.324, 1.272, -3.209], [-1.233, 1.380, -3.593], [-0.946, 0.406, -4.001], [-0.508, 2.134, -3.923], [-2.215, 1.649, -4.005], [-1.716, 2.739, -1.503], [-0.953, 3.493, -1.749], [0.839, -1.895, -0.540], [-1.851, 2.726, -0.410], [-2.667, 3.047, -1.969], [-1.264, -1.783, -1.983], [0.377, -1.722, 0.471], [0.673, -2.961, -0.662], [1.920, -1.739, -0.516], [0.124, -1.198, -1.717], [-1.170, -2.866, -2.082], [-1.710, -1.406, -2.905], [-1.959, -1.586, -1.160], [2.852, 0.447, -1.921], [3.128, 0.412, -0.853], [3.670, 0.927, -2.482], [2.733, -0.576, -2.301], [1.826, 2.751, -1.703], [1.993, 2.822, -0.615], [0.995, 3.409, -1.971], [2.726, 3.120, -2.216], [-0.150, -3.965, 0.244], [-0.149, -3.873, 0.983], [-1.649, -4.240, 4.560], [-0.932, -2.467, 4.416], [-0.594, -1.752, 5.563], [-0.047, -0.487, 5.402], [0.139, 0.038, 4.116], [-0.208, -0.662, 3.016], [-0.766, -1.893, 3.150], [-0.758, -2.180, 6.541], [0.233, 0.129, 6.261], [0.573, 1.043, 3.981], [-1.070, -2.423, 2.245]]}

---

Which formula does entry 1 have?
C4H7NO2